Record 1
The following is a quantum chemistry calculation of a structure of composition C22H39Cl2N4O3SSm at a distorted geometry, from the Open Molecules 2025 dataset.

```
! RIJCOSX wB97M-V def2-TZVPD def2/J DEFGRID3
* xyz 0 6
H 4.322 0.218 2.799
C -1.431 -2.686 1.047
H 3.920 4.401 2.249
C -5.613 -3.154 -1.781
H 1.365 -3.476 -0.214
H 3.476 -1.575 -4.783
H -1.320 -3.602 2.878
H 2.991 -0.508 3.696
H 4.207 -1.211 -1.138
H -3.718 -3.910 -2.576
C -5.368 -1.131 -0.401
H 0.865 4.932 1.953
C -0.766 1.454 -1.827
O -1.989 -1.075 -3.366
H -7.227 -2.102 -0.878
C 2.670 2.115 5.013
C -0.392 -2.427 0.252
C -2.304 -1.871 -2.498
C -2.069 3.244 -0.775
C -3.532 -1.974 -1.686
C 3.156 -0.628 -4.323
O 1.989 -0.823 -0.908
Cl 1.308 -2.003 2.974
H -0.195 -4.249 -0.736
H 0.560 -2.880 -1.665
H 1.928 2.906 4.893
H -2.014 -4.780 1.672
H -2.853 0.928 -3.136
N 2.092 3.410 2.691
H 4.328 0.239 4.587
Sm 0.479 -0.516 0.949
H -2.764 2.991 0.040
H 1.101 -0.403 -2.746
H -1.096 3.523 -0.352
C -1.296 -3.966 1.843
N 3.060 1.582 3.714
N 3.126 -0.761 -2.872
H 3.545 2.513 5.529
H 5.148 -0.419 -2.453
H -3.355 2.659 -3.138
C 3.715 0.312 3.697
H -2.390 -2.162 1.122
O 0.020 1.164 -0.893
H -0.259 -4.320 1.663
H 2.267 1.303 5.618
C 0.370 -3.284 -0.654
H 3.572 4.135 4.004
C 2.580 2.111 2.575
Cl -1.645 0.722 1.788
H -3.935 1.555 -1.850
C 2.007 -0.651 -2.159
N -1.919 2.107 -1.683
H -2.492 4.106 -1.318
C -4.259 -3.116 -2.042
C -6.155 -2.133 -0.990
H -6.198 -3.940 -2.269
S 2.687 1.309 1.070
C -3.075 1.796 -2.504
H 3.884 0.145 -4.607
C -4.008 -1.074 -0.706
C 1.150 3.903 1.677
H 2.162 -0.351 -4.700
H 2.666 5.396 3.072
H -0.516 1.208 -2.876
C 3.135 4.400 3.030
H -5.819 -0.387 0.271
H -3.319 -0.453 -0.112
H 1.628 3.905 0.681
C 4.372 -1.154 -2.217
H -1.519 -2.673 -2.244
H 4.700 -2.123 -2.619
H 0.256 3.256 1.647
*
```

## Properties
**Calculated total energy**: -3282.95804 hartree
**E_HOMO (spin up / spin down)**: -6.1 / -6.1 eV
**ΔE to the lowest compared entry with this formula, charge and spin**: 22.31 kcal per mole
**Gap between HOMO and LUMO (spin up / spin down)**: 6.43 / 6.43 eV



Record 2
The following is a quantum chemistry calculation of a cluster of 6 separate species, C31H55O14PS5 in total at a distorted geometry, from the Open Molecules 2025 dataset.

```
! RIJCOSX wB97M-V def2-TZVPD def2/J DEFGRID3
* xyz 0 1
C 2.556 -1.157 1.630
O -6.062 1.714 -3.770
O -6.372 4.192 -3.379
H 4.252 6.773 2.266
H -7.402 1.607 -1.477
H 0.558 -4.687 -4.005
C 4.318 -0.759 -0.299
H -1.237 -2.010 0.208
C -6.848 2.540 -1.382
O -3.600 -2.304 -0.868
H -0.886 -2.848 2.426
O -1.587 2.388 -8.653
H -0.564 -2.071 -5.239
O -0.204 1.497 -6.736
C 3.206 1.478 2.685
H 1.039 -4.248 -2.339
H 5.921 7.018 5.699
H 1.394 -6.547 7.085
C -5.766 2.450 -0.300
O 4.793 0.033 -1.074
S 0.995 -4.249 4.333
H 6.252 4.626 4.409
H 4.317 8.371 4.141
H -7.537 3.363 -1.193
H -0.052 -4.672 6.406
H 1.861 -6.848 5.407
C 3.886 0.978 1.497
O 3.511 -3.893 -2.539
C -1.856 -2.374 2.270
H -3.179 -3.883 3.133
C 3.570 -0.336 0.969
H -2.709 -4.186 1.457
H 4.642 1.640 1.029
C -2.983 -3.406 2.172
C 0.362 -5.310 5.624
S -5.991 2.879 -2.919
C 0.938 -0.593 -4.709
C -1.868 -1.557 0.973
H -1.563 -0.526 1.143
C 5.555 6.670 4.732
H -4.979 -3.287 1.263
H 4.305 -1.569 -3.091
H -4.515 1.765 -6.577
C 1.585 -6.069 6.124
H -4.070 1.727 -4.875
H 1.078 -1.275 3.263
H 1.235 -0.153 -5.686
H -5.429 1.414 -0.201
S -3.559 -1.583 0.380
C 0.487 -2.114 -4.823
H 1.814 -0.600 -4.001
H -3.077 0.253 -8.260
O 0.416 -2.932 4.478
H -4.616 -2.001 2.450
H 2.304 -2.153 1.200
H 3.518 7.213 5.210
H 0.118 -0.046 -4.187
P 3.522 -2.258 -2.103
C 1.147 -3.925 -3.413
H 2.875 -4.946 -4.256
S -1.478 1.741 -7.368
H -2.458 -0.081 -5.277
C 2.688 -4.216 4.922
H -3.766 3.728 -2.742
H 1.635 1.071 4.237
O 2.900 4.293 4.305
C 2.185 0.689 3.352
H -2.914 3.496 -6.622
C -3.143 0.173 -6.092
C -2.389 0.205 -7.414
C 5.355 5.151 4.732
C -2.545 2.568 -6.188
C -4.352 2.979 -2.212
H -3.703 3.153 -0.144
O 4.564 4.164 2.409
H -1.701 -0.630 -7.537
H 1.094 -2.672 -5.579
H 3.002 -3.173 -4.469
H 3.319 -4.666 4.156
C 3.690 6.528 3.169
S 4.027 4.822 3.575
C 1.881 -0.637 2.796
C -3.687 1.589 -5.886
H 2.524 -4.373 7.071
H 2.989 -3.183 5.092
C 2.708 -5.032 6.217
H 6.302 6.942 3.982
C -4.202 -2.641 1.669
H -2.039 -1.715 3.123
H -0.413 -5.961 5.221
H 2.624 6.665 2.997
O 0.531 -2.645 -3.499
H -3.886 1.997 -2.311
C 4.212 7.310 4.370
H -3.942 -0.569 -6.105
H -4.865 4.383 -0.655
O 4.457 -2.124 -0.656
H -6.155 2.760 0.671
O 0.956 -4.971 3.085
C -4.594 3.327 -0.748
H 5.044 4.788 5.712
H 3.680 -5.502 6.371
C 2.689 -3.969 -3.734
H 3.450 2.501 3.069
O -4.137 -0.264 0.523
H -1.956 2.785 -5.296
*
```

## Properties
**Calculated total energy**: -4599.74147 hartree
**Structure (SMILES)**: CCOCCOPOC(=O)c1ccccc1.O=S1(=O)CCCC1.O=S1(=O)CCCC1.O=S1(=O)CCCC1.O=S1(=O)CCCC1.O=S1(=O)CCCC1
**E_HOMO**: -8.1 eV
**Gap between HOMO and LUMO**: 8.38 eV



Record 3
The following is a quantum chemistry calculation of a structure of composition C6H10N2 at a distorted geometry, from the Open Molecules 2025 dataset.

```
! RIJCOSX wB97M-V def2-TZVPD def2/J DEFGRID3
* xyz 0 1
C -0.268 -0.280 0.020
C -1.409 -0.181 -0.961
H -1.286 -1.249 1.667
H 2.521 0.471 1.013
C 0.791 -0.663 1.943
H -1.322 0.846 -2.793
N 1.232 -0.608 -0.412
H 0.986 -0.993 2.919
H 0.221 0.456 -2.101
H -2.291 0.265 -0.401
H -0.192 1.990 0.957
C -0.402 -0.905 1.298
H 1.332 -1.645 -0.314
N -0.785 0.850 -1.940
C 1.453 0.130 0.941
H 0.818 1.484 -0.760
C 0.434 1.114 0.375
H -1.832 -1.083 -1.451
*
```

## Properties
**Calculated total energy**: -343.96592 hartree
**E_HOMO**: -8.4 eV
**ΔE to the lowest compared entry with this formula, charge and spin**: 107.18 kcal per mole
**Gap between HOMO and LUMO**: 9.43 eV



Record 4
The following is a quantum chemistry calculation of the molecule C17H25N3 at a distorted geometry, from the Open Molecules 2025 dataset.

```
! RIJCOSX wB97M-V def2-TZVPD def2/J DEFGRID3
* xyz 0 1
C -0.006 3.576 4.345
H 0.799 3.240 4.995
C 0.397 -1.575 -1.846
H -0.934 -3.997 -1.785
C -1.915 2.867 2.883
H 0.710 -2.398 -3.783
H 2.850 -1.803 0.483
C 0.794 1.916 1.734
H 1.720 1.371 1.539
C -2.028 1.185 -1.322
H 2.314 -3.119 -0.574
H -2.644 3.408 3.483
C 0.175 1.409 3.044
H -0.777 -4.318 -3.507
H -1.554 3.547 2.113
C -0.719 -0.761 -2.036
N -2.932 1.895 -1.364
H -0.678 4.201 4.929
C 0.058 0.597 -0.200
H 3.863 -0.632 -1.454
H 1.018 2.983 1.800
H -1.202 1.829 4.607
H -2.763 -2.726 -2.219
H 3.336 -1.921 -2.536
H -2.555 -0.509 -3.111
C 2.525 -2.049 -0.528
N 1.104 -0.202 -0.031
C 3.636 -1.694 -1.516
C -1.659 -1.131 -3.135
C -2.040 -2.615 -3.029
H -2.540 -2.911 -3.953
C -0.767 2.384 3.767
H -2.423 2.030 2.410
C -0.913 0.342 -1.207
C -0.825 -3.522 -2.762
H -0.900 2.224 0.513
H 4.539 -2.255 -1.286
H 0.422 4.190 3.557
H -1.157 -0.958 -4.093
N -0.046 1.694 0.583
C 1.281 -1.257 -0.817
H 1.310 -3.421 -2.477
H 0.986 1.155 3.731
H -0.364 0.484 2.823
C 0.502 -2.752 -2.768
*
```

## Properties
**Calculated total energy**: -827.08247 hartree
**Structure (SMILES)**: CCc1nc(NCCC(C)C)c(C#N)c2c1CCCC2
**E_HOMO**: -8.0 eV
**ΔE to the lowest compared entry with this formula, charge and spin**: 1.12 kcal per mole
**Gap between HOMO and LUMO**: 8.61 eV



Record 5
The following is a quantum chemistry calculation of a cluster of 12 separate species, H23O12 in total at a distorted geometry, from the Open Molecules 2025 dataset.

```
! RIJCOSX wB97M-V def2-TZVPD def2/J DEFGRID3
* xyz -1 1
H 1.568 -3.168 1.298
O 0.122 -0.167 2.442
H 1.709 -1.640 -2.156
H -1.608 -2.184 -0.942
O -0.825 3.336 -0.797
H -1.536 1.409 0.596
H -0.716 -2.360 0.290
O 1.273 1.722 -2.381
O 1.435 -2.976 0.389
H -2.770 0.123 -1.833
H -0.326 0.273 3.168
H 0.137 0.358 1.640
H 3.225 -0.293 -0.173
H -0.531 2.400 -0.693
H -1.440 0.673 -1.310
O -1.206 -1.685 -0.224
H 0.261 -1.453 -2.035
H -0.643 -2.863 3.440
O -0.045 0.859 -0.183
H 1.778 3.210 1.012
O -2.314 1.500 1.087
H 1.013 1.917 0.789
H -1.756 3.315 -1.103
O 0.859 -1.809 -2.639
H 0.751 1.198 -1.736
O 2.440 -0.659 -0.602
O -0.751 -2.762 2.494
H 0.577 2.052 -2.943
H 1.707 -0.117 -0.424
O -1.966 0.609 -2.087
H 1.533 -1.993 0.270
H -2.511 0.654 1.396
H -0.575 -1.834 2.394
O 1.463 2.407 1.477
H -0.331 -0.054 0.081
*
```

## Properties
**Calculated total energy**: -916.75141 hartree
**E_HOMO**: -6.8 eV
**ΔE to the lowest compared entry with this formula, charge and spin**: 44.55 kcal per mole
**Gap between HOMO and LUMO**: 9.61 eV



Record 6
The following is a quantum chemistry calculation of the molecule C21H21N3O4 at a distorted geometry, from the Open Molecules 2025 dataset.

```
! RIJCOSX wB97M-V def2-TZVPD def2/J DEFGRID3
* xyz 0 1
H 1.224 -1.379 -1.492
C -1.114 -0.328 1.490
H -3.131 -2.141 3.033
H 4.919 -0.582 -0.872
O -4.070 -0.785 1.921
O -1.046 -2.465 0.935
C -4.378 -0.168 -1.710
N 2.201 -0.050 -0.193
H 4.796 0.766 -2.012
H 2.708 -0.112 -2.918
H 2.570 -2.075 -0.585
N 4.668 2.272 1.018
H -3.542 -2.729 1.404
H -1.412 0.631 1.853
O 1.306 1.303 1.366
C -1.805 -1.504 1.492
H 3.027 1.794 -0.764
C -3.967 -0.765 -0.516
O -3.873 -0.739 -2.839
C -5.236 0.921 -1.681
H 6.042 1.947 4.056
C 4.092 1.084 0.917
C -4.410 -0.272 0.698
C 5.488 1.669 3.173
C 4.224 0.079 -1.394
C 1.254 0.280 0.702
H 4.983 -0.305 3.858
H -5.324 -0.264 -4.245
C 2.221 -1.175 -1.103
C 4.897 0.420 3.061
C -5.274 0.824 0.725
C 4.193 0.115 1.910
H -3.734 -0.811 -4.831
H 5.790 3.540 2.147
C -5.676 1.404 -0.457
C 5.345 2.554 2.117
H 3.716 -0.846 1.789
N 0.141 -1.938 0.563
H -3.919 0.839 -4.187
H -5.566 1.400 -2.589
C 3.209 -0.743 -2.183
C 3.355 0.823 -0.372
C 0.123 -0.666 0.878
C -4.243 -0.202 -4.086
H -5.611 1.194 1.679
H -3.302 -1.609 -0.597
H 3.659 -1.591 -2.695
H -6.344 2.252 -0.435
C -3.174 -1.865 1.973
*
```

## Properties
**Calculated total energy**: -1278.01689 hartree
**Structure (SMILES)**: COc1cccc(OCc2cc(C(=O)N3CCC[C@@H]3c3ccccn3)no2)c1
**E_HOMO**: -8.5 eV
**ΔE to the lowest compared entry with this formula, charge and spin**: 93.76 kcal per mole
**Gap between HOMO and LUMO**: 9.20 eV